16
Properties=species:S:1:pos:R:3:forces:R:3 method="wB97M-V/def2-TZVPD" energy_ha=-3429.66613 homo_energy_ha="-0.3568 / -0.3638" spin_multiplicity=2 e_above_lowest_kcal_mol=0.0 e_lumo_ev="-0.7 / -2.4"
Cu 1.7195 0.2640 1.1354 0.356 0.396 -1.376
F -0.3322 0.2268 1.5062 0.346 -0.102 0.607
Sb 0.2079 -0.0867 3.3688 -0.160 -0.233 0.548
F 1.5130 -1.3019 2.5366 -0.498 0.510 0.426
F -0.9702 -1.5287 3.4537 -0.019 0.316 0.204
F 1.0298 -0.3549 5.0217 -0.283 0.073 -0.155
F -0.9496 1.2784 3.8997 0.109 -0.378 0.074
F 1.5616 1.2869 2.9280 -0.457 -0.646 0.080
C 5.1354 0.7336 -2.2721 0.577 0.213 -0.033
O 3.7790 0.3085 -2.1936 -0.277 -0.150 -0.302
C 3.1330 0.3073 -1.0698 -0.022 -0.061 -0.102
S 3.7559 0.7668 0.4292 0.649 0.247 0.203
S 1.5292 -0.2010 -1.0607 -0.226 -0.134 -0.204
H 5.1715 1.6154 -2.9113 -0.042 -0.051 0.065
H 5.7059 -0.0726 -2.7327 -0.080 0.044 0.089
H 5.5303 0.9698 -1.2842 0.028 -0.044 -0.124